No. 1
Computed, not measured: 4 unconnected molecules or ions with the total composition C25H55N3O2 at a distorted geometry, with ωB97M-V/def2-TZVPD.

Positions of all 85 atoms, in Å:
O: -0.89843 -0.43794 0.22207
H: -1.44293 0.06180 -0.41692
C: 3.51325 -0.60441 -2.87253
C: 2.35090 0.00948 -1.98897
C: 2.08283 1.55752 -2.26846
C: 1.50342 1.99766 -3.60215
C: 0.17457 1.23730 -3.83184
C: 0.24311 -0.31569 -3.60089
N: 1.05706 -0.67607 -2.26300
O: 0.82757 -2.00373 -1.84482
C: 0.95868 -1.03804 -4.79380
C: -1.27638 -0.69304 -3.39033
C: 2.59858 0.03846 -0.43669
H: 3.54776 -0.35609 -3.93331
H: 3.39667 -1.68787 -2.84753
H: 4.49050 -0.41671 -2.42772
H: 3.03450 2.08788 -2.23483
H: 1.42684 1.98368 -1.50940
H: 1.93321 1.66785 -4.54799
H: 1.35776 3.07774 -3.58460
H: -0.24503 1.57258 -4.78032
H: -0.64292 1.61876 -3.22004
H: 1.86226 -0.63627 -5.25229
H: 0.32309 -1.02201 -5.67916
H: 1.20615 -2.06841 -4.53846
H: -1.62484 -0.20629 -2.47942
H: -1.29123 -1.76014 -3.16859
H: -1.92105 -0.46325 -4.23867
H: 3.45729 0.65427 -0.16931
H: 2.70285 -0.94033 0.03149
H: 1.78410 0.49603 0.12486
C: 2.65190 -4.16823 0.50329
C: 1.16026 -4.42141 0.22181
C: 0.25915 -3.46268 1.04491
N: -1.21631 -3.84261 0.98868
C: -1.85749 -3.52405 -0.40769
C: -1.57127 -5.26771 1.52593
C: -1.79814 -5.23540 3.04065
C: -1.90807 -3.74707 3.39337
C: -1.97807 -2.96707 2.05600
H: 2.66514 -3.09342 0.32245
H: 3.29025 -4.65332 -0.23516
H: 2.93417 -4.46672 1.51291
H: 1.08245 -5.42462 0.64086
H: 0.93630 -4.48612 -0.84297
H: 0.33875 -2.45921 0.62679
H: 0.54414 -3.59058 2.08919
H: -1.48078 -2.57762 -0.79558
H: -2.94255 -3.60025 -0.33743
H: -1.51185 -4.32717 -1.05857
H: -2.42933 -5.69086 1.00365
H: -0.69660 -5.86990 1.28009
H: -2.67021 -5.84415 3.27946
H: -1.01996 -5.75050 3.60385
H: -2.75693 -3.55731 4.05028
H: -1.11820 -3.42569 4.07228
H: -3.01690 -2.92660 1.72843
H: -1.42032 -2.03477 1.96756
C: 0.47287 6.52342 3.65991
C: 0.60860 5.07797 3.09410
C: -0.86845 4.79257 2.56396
N: -1.05461 3.31398 1.95758
C: -0.90904 2.25814 3.04958
C: -0.09523 2.97907 0.78210
C: -0.85009 3.32210 -0.45345
C: -2.29049 3.69630 -0.11328
C: -2.49780 3.14462 1.32978
H: -0.22700 6.40690 4.48739
H: 0.09929 7.20737 2.89785
H: 1.37361 6.99995 4.04679
H: 1.03043 4.36292 3.80041
H: 1.29519 5.18169 2.25390
H: -1.14381 5.44449 1.73495
H: -1.60833 4.91316 3.35525
H: -1.64484 2.49822 3.81708
H: 0.12418 2.31959 3.39133
H: -0.96894 1.23892 2.66789
H: 0.16747 1.92364 0.71033
H: 0.82341 3.53441 0.97132
H: -0.98533 2.44888 -1.09164
H: -0.34524 4.12357 -0.99278
H: -3.06095 3.30650 -0.77851
H: -2.40437 4.78004 -0.08790
H: -2.83107 2.10720 1.30178
H: -3.16929 3.77472 1.91303

max |F|: 8.751 eV/A
net charge: +2
molar mass: 429.7 g mol⁻¹
energy above the lowest of the compared OMol25 structures with the same formula, charge and spin: 0.4161 eV
E_HOMO: -13.28 eV
HOMO-LUMO gap: 0.1803 Ha

=====

No. 2
Computed, not measured: a single C6H8N2 molecule at a distorted geometry, with ωB97M-V/def2-TZVPD.

Positions of all 16 atoms, in Å:
C: 1.45681 -0.57628 0.93009
C: 1.31992 0.03477 -0.46025
C: 0.18841 0.89109 -0.95648
C: -0.89503 1.19892 -0.10259
C: -1.78939 0.24190 0.25490
C: -1.39874 -1.15239 -0.08125
N: -0.54412 -1.42279 -1.05143
N: 0.31153 -0.42200 -1.54953
H: 0.29514 -0.87468 1.25278
H: 1.71823 0.41965 1.70369
H: 2.40460 -1.43777 1.00135
H: 2.30543 0.50370 -0.86522
H: 0.57925 1.78905 -1.52141
H: -1.07256 2.31040 0.34381
H: -2.78048 0.45846 0.79747
H: -2.09899 -1.96204 0.30408

max |F|: 5.036 eV/A
molar mass: 108.1 g mol⁻¹
energy above the lowest of the compared OMol25 structures with the same formula, charge and spin: 5.2509 eV
SMILES: C[C@@H]1[C@@H]2C=CC=NN12
E_HOMO: -8.28 eV
HOMO-LUMO gap: 0.3108 Ha

=====

No. 3
Computed, not measured: a molecular structure, C67H81N5O4PRbS, with ωB97M-V/def2-TZVPD.

Positions of all 160 atoms, in Å:
Rb: -1.46670 0.78907 0.81302
C: -3.59430 -1.22736 2.48002
N: -2.90087 -2.17758 1.63017
C: -3.12385 -3.51688 2.13316
C: -3.25495 -2.06476 0.22176
C: -2.21869 -2.69142 -0.70903
N: -1.11915 -1.80733 -1.09446
C: -1.60067 -0.93382 -2.19840
C: -0.68297 0.14003 -2.71470
C: 0.27425 -0.13849 -3.67710
C: 1.08394 0.84205 -4.23750
C: 0.89360 2.15107 -3.78205
C: -0.06470 2.50550 -2.84796
C: -0.93484 1.49065 -2.31687
O: -1.89318 1.76863 -1.51613
C: -0.22779 3.94753 -2.35819
C: -1.63061 4.47568 -2.70582
C: -0.01769 4.03825 -0.83229
C: 0.79405 4.88994 -2.99931
C: 2.12735 0.53934 -5.31134
C: 2.20753 -0.95375 -5.62943
C: 1.77475 1.29427 -6.60311
C: 3.52192 0.97067 -4.83829
C: 0.00014 -2.62566 -1.56442
C: 1.44992 -2.12635 -1.59246
C: 2.27217 -2.99234 -2.31226
C: 3.62503 -2.78363 -2.52767
C: 4.13134 -1.57783 -2.03157
C: 3.37861 -0.67869 -1.30316
C: 1.99433 -0.97635 -0.94498
O: 1.34164 -0.27465 -0.09028
C: 4.04885 0.60030 -0.77968
C: 3.19351 1.83854 -1.08642
C: 5.43300 0.85391 -1.39108
C: 4.25251 0.45248 0.73270
C: 4.53430 -3.75944 -3.27098
C: 5.70523 -4.16809 -2.36473
C: 3.79494 -5.03498 -3.67984
C: 5.09667 -3.10648 -4.54282
H: -4.68144 -1.42380 2.55423
H: -3.51371 -0.20349 2.11237
H: -3.17371 -1.28046 3.48638
H: -4.19938 -3.77748 2.14390
H: -2.74235 -3.59529 3.15495
H: -2.61069 -4.25905 1.52003
H: -3.38721 -1.01352 -0.03620
H: -4.24775 -2.51988 0.04188
H: -2.73724 -3.07724 -1.60963
H: -1.79024 -3.56192 -0.20995
H: -2.51558 -0.44158 -1.86256
H: -1.87364 -1.59997 -3.04195
H: 0.38647 -1.17056 -3.99079
H: 1.54007 2.92434 -4.18585
H: -2.38334 3.82029 -2.27055
H: -1.76464 4.50319 -3.79198
H: -1.76634 5.49252 -2.31777
H: -0.77430 3.48512 -0.27341
H: -0.07802 5.08613 -0.51551
H: 0.97486 3.65912 -0.56918
H: 0.69063 4.91829 -4.08744
H: 1.81908 4.59194 -2.75639
H: 0.63660 5.90400 -2.62021
H: 1.26675 -1.32906 -6.04372
H: 2.44328 -1.52599 -4.72896
H: 2.99501 -1.13018 -6.37005
H: 0.78464 0.99643 -6.95730
H: 2.50673 1.08756 -7.39425
H: 1.75574 2.37247 -6.42784
H: 3.79617 0.37800 -3.96306
H: 3.55026 2.02901 -4.56502
H: 4.26817 0.80120 -5.62487
H: -0.22953 -2.95396 -2.59681
H: -0.00063 -3.54346 -0.97128
H: 1.79670 -3.88083 -2.72358
H: 5.17009 -1.33701 -2.23717
H: 3.14453 2.00802 -2.16472
H: 3.63189 2.72808 -0.61707
H: 2.17425 1.69960 -0.73577
H: 5.41791 0.86163 -2.48284
H: 6.16458 0.10899 -1.06054
H: 5.78695 1.83507 -1.05996
H: 3.29955 0.23410 1.19965
H: 4.66439 1.36784 1.17463
H: 4.94455 -0.37152 0.93733
H: 5.33126 -4.68597 -1.47733
H: 6.26637 -3.29340 -2.02854
H: 6.39559 -4.83657 -2.89237
H: 3.34580 -5.52658 -2.81305
H: 4.49258 -5.73603 -4.14771
H: 2.99965 -4.81796 -4.39758
H: 5.66813 -2.20712 -4.30091
H: 4.28542 -2.81152 -5.21051
H: 5.75767 -3.79926 -5.07797
O: -1.96578 2.16758 3.13111
S: -3.14204 2.98413 2.90312
O: -2.92062 4.40315 2.71900
N: -3.96950 2.24635 1.79497
C: -4.99877 2.83475 1.10891
C: -5.62860 4.03863 1.42074
C: -6.66515 4.56143 0.63298
C: -7.10866 3.91734 -0.48882
C: -6.51322 2.68798 -0.84931
C: -6.90293 1.98374 -2.00884
C: -6.29267 0.80310 -2.32014
C: -5.30024 0.31566 -1.44753
N: -4.91146 0.93252 -0.36347
C: -5.47872 2.12459 -0.05367
C: -4.05296 2.84813 4.45196
C: -4.41049 1.58238 4.89964
C: -5.09025 1.44047 6.09855
C: -5.41848 2.56599 6.84956
C: -5.06277 3.82825 6.39477
C: -4.37905 3.97001 5.19283
H: -5.28701 4.61459 2.26914
H: -7.10391 5.50832 0.92740
H: -7.89454 4.32721 -1.11336
H: -7.67929 2.40574 -2.63821
H: -6.54847 0.24053 -3.20887
H: -4.81380 -0.62949 -1.67805
H: -4.14406 0.71633 4.30494
H: -5.36298 0.45189 6.44870
H: -5.95033 2.45578 7.78734
H: -5.31514 4.70781 6.97578
H: -4.08312 4.94333 4.81950
N: 1.35766 1.75417 1.96522
C: 2.08887 1.25030 3.01677
C: 3.00102 2.07901 3.70235
C: 3.76009 1.60636 4.74770
C: 3.64485 0.28184 5.16915
C: 2.72811 -0.53150 4.53202
C: 1.93734 -0.07426 3.47198
P: 0.59253 -1.10073 2.79201
C: -0.23991 -1.58613 4.35746
C: -0.99354 -0.58120 4.97667
C: -1.72010 -0.85165 6.12699
C: -1.72666 -2.13133 6.66927
C: -0.99084 -3.13720 6.06068
C: -0.24673 -2.86672 4.91612
C: 1.38580 -2.61991 2.16938
C: 0.58591 -3.69443 1.78130
C: 1.14144 -4.80376 1.15681
C: 2.49741 -4.83882 0.87054
C: 3.30017 -3.76368 1.23108
C: 2.75281 -2.67230 1.88785
H: 1.67081 2.65610 1.64072
H: 1.20412 1.08904 1.19540
H: 3.11029 3.10763 3.37225
H: 4.45828 2.27472 5.23904
H: 4.24651 -0.09546 5.98671
H: 2.59242 -1.55571 4.86319
H: -1.03169 0.41087 4.53485
H: -2.30133 -0.06024 6.58639
H: -2.30781 -2.34175 7.55970
H: -0.98934 -4.13802 6.47752
H: 0.33141 -3.65439 4.44869
H: -0.48655 -3.63940 1.94126
H: 0.49989 -5.62629 0.85849
H: 2.92378 -5.68375 0.34272
H: 4.35248 -3.75997 0.97116
H: 3.38425 -1.83404 2.14828

max |F|: 0.576 eV/A
net charge: -2
molar mass: 1168.9 g mol⁻¹
energy above the lowest of the compared OMol25 structures with the same formula, charge and spin: 0.4224 eV
E_HOMO: -1.47 eV
HOMO-LUMO gap: 0.1828 Ha

=====

No. 4
Computed, not measured: a molecular structure, C20H30O15 at a distorted geometry, with ωB97M-V/def2-TZVPD.

Positions of all 65 atoms, in Å:
C: -8.77185 12.51277 -18.81839
C: -9.51082 11.41267 -18.12133
C: -9.40802 11.62892 -16.61588
O: -10.72803 11.75642 -16.20244
C: -11.55823 11.51537 -17.18539
O: -12.79271 11.29468 -17.11377
O: -10.91226 11.56517 -18.31578
H: -8.82273 12.54075 -19.90684
H: -7.71279 12.27819 -18.71128
H: -8.73878 13.57293 -18.56721
H: -9.13424 10.43968 -18.43692
H: -8.80931 12.47085 -16.26831
H: -9.19916 10.74190 -16.01783
C: -11.80359 14.16822 -22.95621
C: -11.08783 13.33892 -21.93762
C: -9.62199 13.70724 -21.70992
O: -9.62666 14.05423 -20.27035
C: -10.91890 13.85739 -19.75786
O: -11.24119 14.06018 -18.52889
O: -11.79713 13.45710 -20.72957
H: -11.82813 13.70319 -23.94173
H: -11.44569 15.19742 -22.92892
H: -12.78785 14.31922 -22.51286
H: -10.87972 12.32948 -22.29233
H: -9.27367 14.53104 -22.33291
H: -9.08863 12.75931 -21.78110
C: -8.70760 7.46921 -22.77066
C: -8.74566 7.51532 -24.28435
C: -7.68014 6.74357 -25.17499
O: -8.43180 5.83689 -25.92834
C: -9.67382 5.93780 -25.55405
O: -10.53037 5.21321 -25.94494
O: -9.97458 6.94821 -24.63312
H: -7.71330 7.40557 -22.32860
H: -9.09463 6.49531 -22.47091
H: -9.13841 8.35492 -22.30375
H: -8.68078 8.57012 -24.55138
H: -6.87454 6.12163 -24.78473
H: -7.25044 7.34165 -25.97857
C: -7.76192 8.89254 -18.49851
C: -7.35028 9.42716 -19.80805
C: -7.51695 8.66484 -21.07282
O: -7.91106 9.63034 -21.89950
C: -8.44650 10.59615 -21.22344
O: -9.10908 11.50716 -21.71124
O: -8.16093 10.47278 -19.88844
H: -7.85247 9.74420 -17.82429
H: -7.05354 8.32542 -17.89462
H: -8.67380 8.30294 -18.40394
H: -6.33978 9.80922 -19.66310
H: -7.99068 7.68324 -21.08448
H: -6.53174 8.25157 -21.28881
C: -6.91538 10.90932 -16.35676
C: -6.23434 9.55170 -16.07478
C: -5.09455 9.55493 -15.00968
O: -5.17653 8.23251 -14.54095
C: -6.40484 7.76503 -14.74160
O: -6.68255 6.57055 -14.53101
O: -7.08553 8.58711 -15.50917
H: -7.89586 10.90562 -16.83295
H: -6.36267 11.53606 -17.05662
H: -7.09046 11.35972 -15.37973
H: -5.69126 9.30786 -16.98785
H: -5.26509 10.13352 -14.10180
H: -4.10227 9.73787 -15.42202

max |F|: 8.237 eV/A
molar mass: 510.4 g mol⁻¹
energy above the lowest of the compared OMol25 structures with the same formula, charge and spin: 12.9340 eV
E_HOMO: -9.81 eV
HOMO-LUMO gap: 0.3440 Ha

=====

No. 5
Computed, not measured: a molecular structure, C30H52BrN3P2SW at a distorted geometry, with ωB97M-V/def2-TZVPD.

Positions of all 90 atoms, in Å:
N: -6.06051 4.35671 -4.77625
C: -5.84192 4.69465 -3.50443
C: -5.05679 3.91834 -2.65579
C: -4.42126 2.74315 -3.12805
C: -4.63942 2.42854 -4.49839
C: -5.47466 3.26619 -5.26437
C: -3.54455 2.01384 -2.22180
W: -0.38265 0.19891 -0.73388
P: 4.14526 -0.33044 -0.27305
C: -2.53984 1.12891 -2.57471
C: -1.21747 1.53112 -2.13868
C: 0.01934 1.11381 -2.68289
C: 1.17506 1.66107 -2.05302
C: 1.09901 2.99837 -1.48035
C: -0.06385 3.21668 -0.79269
C: -1.11383 2.24923 -0.89397
Br: 2.57942 4.13544 -1.33685
H: -3.67770 2.33923 -1.17854
H: -2.64700 0.43803 -3.41610
H: -4.88902 4.25162 -1.62628
H: -4.17174 1.57167 -4.98121
H: -6.31055 5.61691 -3.13019
H: -5.68060 3.04504 -6.32344
H: 0.07238 0.43776 -3.53164
H: -2.00067 2.39287 -0.25982
H: 2.12421 1.28769 -2.39509
H: -0.23924 4.09045 -0.18235
P: -0.84726 -2.03171 -1.08525
C: 4.98169 1.27186 -0.57527
C: 6.51500 1.10088 -0.59479
H: 4.66578 1.96834 0.21180
H: 4.62662 1.66438 -1.53008
H: 7.00856 2.06023 -0.38483
H: 6.85044 0.38543 0.16783
H: 6.87148 0.74494 -1.56927
C: 3.35689 -0.77701 -1.80841
C: 4.28091 -1.69090 -2.60373
H: 3.21437 0.14241 -2.37289
H: 2.37447 -1.22200 -1.60221
H: 3.91869 -1.78637 -3.62763
H: 5.28797 -1.26591 -2.64336
H: 4.34469 -2.68167 -2.15422
C: 3.03436 -0.30025 1.11554
C: 3.55686 -1.36249 2.10343
H: 2.01497 -0.51598 0.75712
H: 3.01311 0.71441 1.56505
H: 2.76425 -2.03896 2.43176
H: 4.33896 -1.96397 1.61337
H: 4.01153 -0.88279 2.98313
C: -0.91155 -3.11409 0.37930
C: -1.56364 -4.47802 0.09428
H: -1.44665 -2.58400 1.18054
H: 0.12719 -3.23072 0.72313
H: -2.65925 -4.43012 0.15714
H: -1.30061 -4.89432 -0.88464
H: -1.22144 -5.19005 0.85304
C: 0.12490 -2.95778 -2.30573
C: -0.17945 -2.66292 -3.76279
H: -0.02714 -4.02227 -2.08627
H: 1.18470 -2.76056 -2.08757
H: -1.22596 -2.85648 -4.01682
H: 0.05832 -1.63162 -4.04628
H: 0.43797 -3.31670 -4.38815
C: -2.58741 -1.88948 -1.57151
C: -3.55381 -1.56592 -0.42710
H: -2.86172 -2.81913 -2.09426
H: -2.65856 -1.10602 -2.32759
H: -3.94356 -0.54420 -0.52561
H: -4.41907 -2.24480 -0.46642
H: -3.12466 -1.64724 0.57516
C: 1.31261 2.36977 6.12122
C: 0.12673 1.63961 5.54287
N: 0.47239 1.11920 4.19460
C: -0.18618 0.15779 3.57038
S: -0.41458 0.43112 1.49452
N: -0.72536 -0.88454 4.20180
C: -0.03770 -1.61821 5.31053
C: -1.03846 -2.23399 6.26520
H: 2.20114 1.73181 6.13804
H: 1.08924 2.66081 7.14775
H: 1.54144 3.27504 5.55670
H: -0.17280 0.80110 6.17003
H: -0.73908 2.31037 5.45188
H: 0.93155 1.78307 3.57258
H: -1.41159 -1.42120 3.68093
H: 0.59662 -2.39587 4.86133
H: 0.62041 -0.91348 5.82699
H: -1.57437 -3.06960 5.79844
H: -0.50144 -2.62835 7.13596
H: -1.76497 -1.49670 6.62315

max |F|: 5.009 eV/A
multiplicity: 3
net charge: +4
molar mass: 812.5 g mol⁻¹
energy above the lowest of the compared OMol25 structures with the same formula, charge and spin: 0.8450 eV
E_HOMO (alpha / beta): -18.57 / -18.46 eV
HOMO-LUMO gap (alpha / beta): 0.2055 / 0.2007 Ha

=====

No. 6
Computed, not measured: a single C4H8O2 molecule at a distorted geometry, with ωB97M-V/def2-TZVPD.

Positions of all 14 atoms, in Å:
C: 0.94067 0.96319 0.18107
C: 0.03458 -0.16868 0.64027
O: 0.21301 -1.02575 1.77101
C: -1.39978 0.01168 0.28305
C: -0.47308 -0.71869 -0.70452
O: -0.10790 -0.00044 -1.98151
H: 0.92378 1.82173 0.88416
H: 0.58685 1.06271 -0.95209
H: 1.97611 0.59059 0.09956
H: 1.06483 -0.88743 2.19658
H: -2.14246 -0.57527 0.84202
H: -1.74018 1.01054 0.03170
H: -0.60011 -1.78344 -0.86622
H: 0.72368 -0.30073 -2.42509

max |F|: 3.344 eV/A
molar mass: 88.1 g mol⁻¹
energy above the lowest of the compared OMol25 structures with the same formula, charge and spin: 3.2017 eV
SMILES: C[C@@]1(O)C[C@H]1O
E_HOMO: -9.18 eV
HOMO-LUMO gap: 0.3653 Ha